DFT (ωB97M-V with the def2-TZVPD basis set) results for 3 unconnected molecules or ions with the total composition C2H7NO4.

Calculated total energy = -11867.2134 eV
Molecular weight = 109.081 g mol⁻¹
SMILES = O=CNC=O.O.O
HOMO = -10.76 eV
Energy relative to the best compared isomer or geometry (same formula, charge and spin) = 108.7 kJ/mol

ORCA input file:
```
! wB97M-V def2-TZVPD RIJCOSX def2/J DEFGRID3
* xyz 0 1
O -0.01 -0.47 2.43
C 0.77 -0.99 1.70
N 0.58 -1.00 0.27
C 1.18 -0.09 -0.57
O 1.74 0.90 -0.19
H 1.64 -1.55 2.07
H -0.26 -1.49 0.01
H 1.08 -0.41 -1.62
H -0.90 1.04 0.57
H -1.92 2.06 0.08
O -1.72 1.12 0.04
H -1.57 0.85 -3.13
H -1.54 -0.04 -1.90
O -1.50 -0.07 -2.87
*
```